Computed, not measured: C33H25GeMnNS5 as an isolated structure, with ωB97M-V/def2-TZVPD.

As for the frontier orbital gap (spin up / spin down): 5.27 / 5.44 eV. The expectation value of S² is 0.9644. Its HOMO energy (spin up / spin down) is -0.0354 / -0.0416 Ha.

Structure (ORCA input):
```
! RIJCOSX wB97M-V def2-TZVPD def2/J DEFGRID3
* xyz -2 2
Mn -1.576 0.610 -0.344
S -2.589 3.911 6.097
C -2.447 3.144 4.622
S -2.245 3.972 3.130
C -2.196 2.589 2.062
C -2.339 1.388 2.664
S -2.346 -0.117 1.819
S -2.517 1.443 4.404
S -1.937 2.803 0.353
C 1.173 1.743 5.236
C 0.920 2.670 4.232
C 0.798 2.245 2.916
C 0.922 0.897 2.570
C 1.171 -0.016 3.590
C 1.298 0.401 4.912
Ge 0.667 0.347 0.681
C 2.242 1.227 -0.208
C 2.489 1.014 -1.567
C 3.571 1.599 -2.213
C 4.439 2.425 -1.513
C 4.215 2.651 -0.163
C 3.133 2.056 0.478
C 1.192 -1.575 0.648
C 2.450 -2.005 0.227
C 2.758 -3.358 0.130
C 1.809 -4.314 0.461
C 0.553 -3.906 0.894
C 0.252 -2.554 0.981
H 1.242 2.068 6.267
H 0.785 3.716 4.480
H 0.575 2.971 2.141
H 1.253 -1.072 3.353
H 1.478 -0.331 5.693
H 1.827 0.376 -2.136
H 3.729 1.409 -3.268
H 5.281 2.889 -2.015
H 4.885 3.293 0.399
H 2.988 2.239 1.535
H 3.200 -1.272 -0.046
H 3.741 -3.664 -0.213
H 2.044 -5.370 0.381
H -0.198 -4.644 1.153
H -0.737 -2.246 1.307
C -5.677 -1.249 -2.166
C -5.334 0.085 -2.339
C -4.165 0.589 -1.774
C -3.306 -0.209 -1.013
C -3.680 -1.546 -0.850
C -4.838 -2.065 -1.415
H -6.585 -1.647 -2.605
H -5.980 0.739 -2.916
H -3.927 1.639 -1.920
H -3.050 -2.206 -0.258
H -5.090 -3.110 -1.267
N -0.790 0.104 -1.740
C -0.266 -0.465 -2.835
C 0.267 -1.779 -2.795
C 0.835 -2.350 -3.916
C 0.886 -1.659 -5.126
C 0.355 -0.372 -5.186
C -0.204 0.221 -4.072
H 0.235 -2.309 -1.851
H 1.249 -3.350 -3.851
H 1.331 -2.113 -6.003
H 0.387 0.177 -6.122
H -0.606 1.225 -4.110
*
```

Results of the Mulliken charge analysis, in e, for atoms 1 through 4:
1. Mn -0.128
2. S -0.345
3. C 0.145
4. S -0.138

=====

Computed, not measured: C33H26BClF2N9O3W as an isolated structure, with ωB97M-V/def2-TZVPD.

As for the frontier orbital gap (spin up / spin down): 5.00 / 5.54 eV. The expectation value of S² is 2.2528. Its HOMO energy (spin up / spin down) is -0.3184 / -0.3416 Ha.

Structure (ORCA input):
```
! RIJCOSX wB97M-V def2-TZVPD def2/J DEFGRID3
* xyz 1 3
W 0.004 -0.051 -0.291
C -3.761 -0.856 -2.184
C -4.458 -1.663 -1.274
C -3.977 -1.728 0.002
C -2.771 -1.080 0.358
N -2.036 -0.372 -0.563
C -2.606 -0.235 -1.786
N -2.459 -1.181 1.651
C -1.404 -0.754 2.268
N -0.281 -0.164 1.727
C 0.623 0.019 2.739
N 1.812 0.557 2.644
C 2.502 0.888 1.581
C 3.597 1.761 1.798
C 4.298 2.297 0.763
C 3.911 1.957 -0.556
C 2.939 1.037 -0.756
N 2.230 0.400 0.272
C 0.059 -0.422 3.997
C 0.543 -0.447 5.297
C -0.282 -0.977 6.276
C -1.549 -1.470 5.975
C -2.044 -1.441 4.681
C -1.224 -0.916 3.696
H -4.127 -0.727 -3.191
H -5.354 -2.187 -1.565
H -4.479 -2.273 0.784
H -2.100 0.419 -2.485
H 3.822 1.984 2.827
H 5.126 2.965 0.934
H 4.417 2.401 -1.400
H 2.717 0.675 -1.754
H 1.522 -0.061 5.529
H 0.063 -1.004 7.299
H -2.157 -1.877 6.768
H -3.029 -1.804 4.440
N -0.039 3.883 -1.685
C -0.182 4.232 -0.373
C -0.182 3.084 0.359
N -0.047 2.009 -0.481
C 0.048 2.522 -1.734
C 0.203 1.576 -2.758
N 0.254 0.279 -2.364
C 0.413 -0.452 -3.512
C 0.451 0.384 -4.587
N 0.311 1.663 -4.115
H -0.009 4.522 -2.460
H -0.280 5.251 -0.065
H -0.274 2.960 1.423
H 0.499 -1.523 -3.482
H 0.562 0.177 -5.632
H 0.302 2.501 -4.673
F 2.000 -1.515 -1.196
B 2.486 -1.201 0.092
F 3.813 -1.442 0.156
C -2.428 -6.188 -0.020
C -0.990 -6.382 -0.376
C -0.577 -7.361 -1.259
C 0.767 -7.501 -1.576
Cl 1.267 -8.765 -2.638
C 1.704 -6.627 -1.059
C 1.302 -5.639 -0.172
C -0.029 -5.542 0.203
O -0.523 -4.681 1.162
C 0.362 -3.803 1.780
C 0.676 -2.619 0.881
O 1.822 -2.032 1.118
O -0.113 -2.229 0.026
H -3.059 -6.871 -0.579
H -2.722 -5.161 -0.232
H -2.572 -6.353 1.045
H -1.301 -8.030 -1.695
H 2.744 -6.715 -1.326
H 2.051 -4.965 0.215
H 1.300 -4.272 2.102
H -0.164 -3.430 2.670
*
```

Results of the Mulliken charge analysis, in e, for atoms 1 through 4:
1. W 1.028
2. C -0.996
3. C -0.523
4. C -0.613

=====

no.,E_tot (Eh)
1,-6546.12307
2,-2743.58727